<w>
This record from the Open Molecules 2025 dataset describes the molecule C7H17N. The level of theory is ωB97M-V with the def2-TZVPD basis set.

**HOMO energy**: -7.9 eV
**Structure (SMILES)**: CCCCNC(C)C
**Charge**: 0

CARTESIAN COORDINATES (ANGSTROEM)
C 2.014 -2.588 0.699
C 0.583 -3.005 0.588
C -0.343 -1.709 0.620
C -0.412 -0.705 -0.642
N -1.160 0.565 -0.049
C -0.981 1.958 -0.387
C -0.460 2.802 0.885
C -0.103 2.375 -1.605
H 2.501 -2.997 1.624
H 2.166 -1.537 0.698
H 2.513 -2.834 -0.200
H 0.302 -3.618 1.471
H 0.324 -3.526 -0.507
H -0.338 -1.396 1.626
H -1.345 -2.102 0.383
H -0.964 -0.912 -1.592
H 0.586 -0.312 -0.884
H -2.070 0.390 0.237
H -1.997 2.434 -0.576
H -0.344 3.736 0.487
H 0.506 2.438 1.206
H -1.057 2.754 1.765
H 0.889 2.594 -1.357
H -0.494 3.452 -2.091
H -0.315 1.744 -2.401

---

<x>
This record from the Open Molecules 2025 dataset describes the molecule C7H17N. The level of theory is ωB97M-V with the def2-TZVPD basis set.

**HOMO energy**: -8.4 eV
**Structure (SMILES)**: CCCN[C@@H](C)CC
**Charge**: 0

CARTESIAN COORDINATES (ANGSTROEM)
C 0.210 1.467 -3.417
C -0.627 1.716 -1.999
C 0.245 1.416 -0.889
N 0.386 -0.176 -0.501
C 0.284 -0.384 1.047
C -1.208 0.099 1.320
C 0.276 -1.916 1.488
C 0.629 -2.271 2.903
H 0.797 2.257 -3.634
H 0.812 0.551 -3.095
H -0.409 1.158 -4.189
H -0.923 2.741 -1.983
H -1.568 1.191 -2.133
H 0.161 1.896 0.048
H 1.314 1.717 -1.093
H -0.336 -0.753 -0.844
H 1.040 0.109 1.543
H -1.959 -0.657 1.444
H -1.508 0.897 0.678
H -1.271 0.822 2.201
H 0.919 -2.412 0.798
H -0.789 -2.212 1.291
H 0.192 -3.161 3.120
H 0.257 -1.453 3.579
H 1.720 -2.226 3.063

---

Energies relative to the minimum, kJ/mol: <w> 31.3; <x> 0.0

---

<w>
This record from the Open Molecules 2025 dataset describes the ion C3H4NO3 with charge +1. The level of theory is ωB97M-V with the def2-TZVPD basis set.

**HOMO energy (alpha / beta)**: -14.6 / -14.6 eV
**Structure (SMILES)**: C[N+](=O)OC=C=O
**Charge**: +1

CARTESIAN COORDINATES (ANGSTROEM)
C 1.649 -0.006 0.310
N 0.664 -1.059 -0.055
O 0.931 -2.237 0.047
O -0.620 -0.711 -0.262
C -1.320 0.600 -0.398
C -2.589 0.626 0.024
O -3.667 0.773 0.264
H 1.056 0.969 0.711
H 2.258 0.197 -0.605
H 2.479 -0.447 0.940
H -0.840 1.297 -0.976

---

<x>
This record from the Open Molecules 2025 dataset describes the ion C3H4NO3 with charge +1. The level of theory is ωB97M-V with the def2-TZVPD basis set.

**HOMO energy (alpha / beta)**: -14.1 / -14.1 eV
**Charge**: +1

CARTESIAN COORDINATES (ANGSTROEM)
C -1.851 -0.723 -0.209
C 0.805 0.480 0.371
C 0.678 -0.795 -0.344
N -0.105 1.431 -0.263
O -2.950 -0.491 0.012
O -0.548 2.331 0.367
O -0.765 -1.247 -0.356
H 0.702 0.375 1.506
H 1.680 1.000 0.067
H 1.133 -0.735 -1.375
H 1.220 -1.625 0.226

---

Energies relative to the minimum, kJ/mol: <w> 181.3; <x> 0.0

---

<w>
This record from the Open Molecules 2025 dataset describes the molecule C3H5NOS2. The level of theory is ωB97M-V with the def2-TZVPD basis set.

**HOMO energy**: -9.0 eV
**Structure (SMILES)**: CSN(C=O)C=S
**Charge**: 0

CARTESIAN COORDINATES (ANGSTROEM)
C -1.783 -0.564 0.613
S -0.973 -0.636 -0.929
N 0.562 0.089 -0.472
C 0.596 1.502 -0.364
O -0.434 2.102 -0.366
C 1.693 -0.692 -0.429
S 3.201 -0.182 -0.145
H -1.944 0.429 1.059
H -1.208 -1.187 1.302
H -2.740 -1.062 0.433
H 1.615 1.938 -0.235
H 1.415 -1.736 -0.467

---

<x>
This record from the Open Molecules 2025 dataset describes the molecule C3H5NOS2. The level of theory is ωB97M-V with the def2-TZVPD basis set.

**HOMO energy**: -9.1 eV
**Structure (SMILES)**: O=C(CS)NC=S
**Charge**: 0

CARTESIAN COORDINATES (ANGSTROEM)
O 0.525 0.966 -1.603
C 0.166 0.350 -0.566
C 0.542 0.866 0.897
S 1.335 2.597 0.823
N -0.477 -0.873 -0.665
C -0.969 -1.917 0.012
S -1.263 -1.695 1.608
H -0.571 0.950 1.230
H 1.173 0.096 1.397
H 1.496 2.319 -0.674
H -0.670 -0.992 -1.733
H -1.287 -2.665 -0.726

---

Energies relative to the minimum, kJ/mol: <w> 0.0; <x> 85.1

---

<w>
This record from the Open Molecules 2025 dataset describes the molecule C3H5NOS2. The level of theory is ωB97M-V with the def2-TZVPD basis set.

**HOMO energy**: -8.5 eV
**Charge**: 0

CARTESIAN COORDINATES (ANGSTROEM)
C -1.407 -0.375 0.098
C 1.011 -0.468 -0.250
C 0.856 0.809 0.624
N -0.363 -1.053 -0.372
O -1.039 1.912 -0.844
S -3.099 -1.022 0.054
S -0.922 1.340 0.522
H 1.293 -0.112 -1.236
H 1.643 -1.184 0.392
H 1.163 0.635 1.628
H 1.449 1.512 0.214
H -0.584 -1.994 -0.830

---

<x>
This record from the Open Molecules 2025 dataset describes the molecule C3H5NOS2. The level of theory is ωB97M-V with the def2-TZVPD basis set.

**HOMO energy**: -8.6 eV
**Structure (SMILES)**: CS/C(C=O)=N/S
**Charge**: 0

CARTESIAN COORDINATES (ANGSTROEM)
C -1.727 1.485 -0.294
S -1.213 0.364 1.036
C 0.283 -0.376 0.314
C 0.952 -1.404 1.214
O 2.034 -1.877 1.035
N 0.550 0.041 -0.831
S 1.906 -0.376 -1.768
H -1.048 2.381 -0.469
H -2.665 1.865 0.050
H -1.797 0.995 -1.266
H 0.330 -1.688 2.055
H 2.395 -1.411 -1.076

---

Energies relative to the minimum, kJ/mol: <w> 58.8; <x> 0.0

---

<w>
This record from the Open Molecules 2025 dataset describes a cluster of 2 separate species, C2H6NO in total. The level of theory is ωB97M-V with the def2-TZVPD basis set.

**HOMO energy**: -15.9 eV
**Charge**: +1

CARTESIAN COORDINATES (ANGSTROEM)
C 0.052 -1.597 0.226
C -0.866 -0.593 0.499
N 0.414 1.419 -0.525
O -0.025 -0.769 1.383
H -0.358 -2.619 0.395
H 0.821 -1.263 -0.350
H -1.757 0.056 0.224
H 1.491 1.507 -0.703
H 0.180 2.004 0.213
H 0.049 1.857 -1.362

---

<x>
This record from the Open Molecules 2025 dataset describes the ion C2H6NO with charge +1. The level of theory is ωB97M-V with the def2-TZVPD basis set.

**HOMO energy**: -15.9 eV
**Structure (SMILES)**: [NH3+]CC=O
**Charge**: +1

CARTESIAN COORDINATES (ANGSTROEM)
N 0.973 0.538 0.793
C -0.135 -0.613 0.827
C -0.668 -0.523 -0.666
O -0.455 0.509 -1.302
H 1.935 0.182 1.052
H 0.998 0.843 -0.211
H 0.556 1.316 1.375
H -0.685 -0.571 1.752
H 0.337 -1.474 0.790
H -1.505 -1.320 -0.859

---

Energies relative to the minimum, kJ/mol: <w> 217.4; <x> 0.0

---

<w>
This record from the Open Molecules 2025 dataset describes the molecule C4H7N3O2S. The level of theory is ωB97M-V with the def2-TZVPD basis set.

**HOMO energy**: -7.9 eV
**Charge**: 0

CARTESIAN COORDINATES (ANGSTROEM)
C 1.101 1.393 0.106
C -0.194 1.002 -0.020
C 1.647 -1.094 -0.379
C -1.250 2.033 0.203
N -0.510 -0.315 -0.035
N 1.671 -2.379 -0.096
N -1.601 -1.090 -0.025
O -2.741 -0.673 0.109
O -1.295 -2.289 -0.113
S 2.405 0.257 0.338
H 1.190 2.466 0.320
H 1.215 -0.928 -1.371
H -1.203 2.594 -0.777
H -1.074 2.788 0.962
H -2.300 1.673 0.414
H 2.123 -2.577 0.787
H 0.816 -2.861 -0.423

---

<x>
This record from the Open Molecules 2025 dataset describes the molecule C4H7N3O2S. The level of theory is ωB97M-V with the def2-TZVPD basis set.

**HOMO energy**: -8.4 eV
**Charge**: 0

CARTESIAN COORDINATES (ANGSTROEM)
C 0.400 -0.982 0.037
C 1.741 1.870 -1.614
C -1.393 0.364 0.927
C -1.351 -1.999 1.274
N -0.707 -0.814 0.737
N 0.867 1.277 -0.748
N 0.972 -0.005 -0.600
O 2.609 1.255 -2.227
O 1.644 3.176 -1.830
S -2.946 0.483 1.482
H 0.800 -1.948 -0.020
H -0.875 1.222 0.801
H -2.042 -1.686 2.097
H -1.874 -2.633 0.465
H -0.569 -2.766 1.818
H 1.926 -0.352 -1.094
H 0.797 3.536 -1.504

---

Energies relative to the minimum, kJ/mol: <w> 338.2; <x> 0.0